(1)
{"formula": "C27H58BO23P", "method": "ωB97M-V with the def2-TZVPD basis set", "elements": ["O", "C", "H", "C", "P", "O", "H", "O", "H", "H", "H", "H", "O", "H", "H", "O", "C", "H", "H", "C", "C", "H", "H", "C", "H", "C", "C", "H", "H", "H", "C", "H", "H", "C", "O", "O", "H", "C", "H", "O", "H", "H", "H", "C", "H", "C", "H", "H", "C", "H", "O", "H", "C", "O", "O", "H", "H", "H", "C", "H", "H", "H", "H", "C", "H", "O", "O", "H", "H", "H", "H", "O", "H", "C", "H", "H", "O", "H", "H", "H", "O", "C", "C", "O", "O", "O", "O", "C", "H", "O", "H", "H", "C", "H", "C", "C", "O", "C", "H", "C", "C", "H", "H", "H", "B", "H", "H", "O", "H", "H"], "coordinates": [[-5.336, -4.295, 6.734], [8.488, 4.137, -3.422], [2.896, 1.360, -1.548], [-3.791, -6.585, -0.715], [-2.408, -4.186, 7.615], [-1.512, 0.124, -7.931], [-5.639, -3.772, -4.610], [-3.006, -6.085, -2.957], [-2.773, 7.522, -6.895], [2.806, 3.119, -7.970], [-4.739, -3.873, -6.137], [-1.865, -7.027, -1.552], [-3.941, -4.957, -4.593], [-2.554, 2.441, -7.687], [3.872, -1.844, 2.239], [3.218, -0.715, -0.097], [2.942, -2.150, 2.729], [9.471, 4.091, -3.899], [-0.565, -2.129, -6.841], [3.524, 5.601, -2.731], [2.867, 1.883, -0.587], [-0.834, -3.792, -7.400], [-2.054, -2.138, -8.883], [5.464, 4.650, -3.611], [-2.105, -5.311, -1.235], [2.348, -0.110, 0.508], [-3.593, -4.906, -3.282], [-3.153, -3.239, -8.055], [0.689, 3.986, 10.590], [4.020, 6.286, -2.037], [-2.436, -2.426, -7.897], [-7.140, -4.414, 8.997], [-1.954, 2.111, -6.021], [2.121, 3.971, -7.937], [-3.361, 0.767, -6.731], [6.160, 3.487, -3.651], [8.268, 5.183, -3.186], [-2.352, 6.539, -7.125], [-3.589, 2.752, -6.280], [5.810, 5.714, -4.101], [-4.301, -7.470, -1.108], [-6.004, -3.540, 10.257], [0.850, -2.355, 2.295], [-1.323, -2.906, -6.983], [-2.927, 5.782, -6.582], [1.706, 4.274, -6.508], [-4.530, -5.777, -0.695], [7.338, 4.097, -5.269], [-6.331, -3.568, 9.111], [2.389, 2.170, 10.966], [2.037, 1.202, 0.350], [2.822, -1.510, 3.609], [-2.823, 2.086, -6.686], [1.539, -0.621, 1.470], [-0.984, 6.538, -6.722], [3.244, 2.648, 9.501], [3.050, -3.188, 3.055], [8.529, 3.598, -2.470], [-1.746, -6.662, 8.356], [2.336, 4.635, 10.787], [-0.175, 2.201, 5.711], [2.599, 4.457, -5.901], [3.321, 6.097, -3.686], [0.286, 1.241, 5.961], [-0.690, -6.266, 8.747], [0.914, 5.466, -6.455], [-3.794, -3.969, -2.526], [-1.917, -1.682, 8.299], [-2.548, -6.590, 9.208], [-6.838, -2.568, 8.755], [1.589, 4.530, 9.181], [-2.231, -5.881, 7.208], [2.569, 5.296, -2.293], [7.422, 3.544, -4.327], [2.447, 2.880, -0.751], [-1.602, -7.818, 8.128], [-0.915, -3.673, 8.430], [-2.421, 6.377, -8.205], [3.876, 1.996, -0.176], [1.252, 3.740, -8.561], [1.348, 1.797, 9.252], [-2.572, -0.127, -7.380], [-2.604, -6.220, -1.589], [2.078, 2.717, 7.275], [-2.503, -3.277, 6.311], [4.321, 4.433, -2.912], [-3.690, -3.935, 8.766], [2.258, 2.629, 9.981], [-1.050, -2.027, 9.937], [0.427, 1.124, 7.375], [-0.375, 0.439, 5.618], [-4.877, -5.133, 6.424], [-1.003, -2.240, 8.773], [-1.716, -3.150, -5.991], [1.756, -1.999, 1.793], [1.363, 1.952, 7.904], [-3.157, -1.347, -7.290], [1.690, 4.027, 10.148], [-3.471, -6.784, 0.311], [-4.638, -3.800, -5.051], [-0.392, 5.319, -6.791], [7.694, 2.514, -4.581], [2.612, 4.840, -8.388], [1.878, -2.601, 0.885], [-5.026, -3.969, 8.140], [-4.085, -2.884, -4.818], [-0.026, -1.715, 8.332], [-0.938, 4.278, -7.120], [1.175, 3.429, -6.054], [1.251, 1.131, 5.454]], "orbital_gap_ev": 10.678, "max_force_ev_per_a": 6.23, "smiles": "COP(=O)(OC)OB(C)O.CCOC(=O)OC.CCOC(=O)OC.CCOC(=O)OC.CCOC(=O)OC.CCOC(=O)OC.CCOC(=O)OC", "total_charge": 0, "spin_multiplicity": 1}

---

(2)
{"formula": "C33H71BrClI2N4O11PS", "method": "ωB97M-V with the def2-TZVPD basis set", "elements": ["H", "H", "C", "C", "H", "H", "N", "H", "C", "H", "O", "N", "O", "H", "H", "C", "H", "C", "H", "H", "H", "O", "O", "I", "C", "C", "C", "H", "C", "C", "O", "O", "H", "N", "H", "H", "H", "C", "H", "H", "C", "H", "H", "H", "C", "H", "H", "C", "H", "Br", "H", "H", "C", "C", "C", "C", "S", "C", "C", "H", "C", "H", "H", "H", "H", "H", "H", "H", "C", "H", "H", "H", "H", "H", "H", "H", "H", "C", "C", "H", "H", "C", "C", "I", "C", "H", "H", "O", "H", "H", "H", "H", "C", "H", "H", "H", "C", "H", "H", "H", "C", "O", "N", "H", "H", "P", "O", "H", "H", "Cl", "H", "O", "H", "H", "C", "H", "H", "C", "H", "H", "C", "O", "H", "H", "H"], "coordinates": [[7.471, -3.559, -4.760], [7.900, -1.560, -9.172], [3.213, -0.603, -3.465], [2.738, 2.284, 1.792], [-3.037, 2.470, 0.039], [-3.593, 0.530, 6.246], [-6.249, -0.064, -2.897], [0.689, 2.805, 1.263], [-2.492, -2.711, -0.490], [-2.243, 0.329, 8.566], [-3.159, -0.031, -4.511], [-2.318, 2.045, -0.539], [-3.814, -1.092, 7.522], [-3.546, -4.557, -0.201], [-0.447, -2.321, -0.973], [7.938, 0.759, -6.853], [1.780, 4.207, 1.352], [1.039, -0.729, -2.339], [-5.405, -1.300, 1.836], [2.115, 1.033, -0.471], [-4.820, 1.951, -3.202], [-0.831, -1.168, 8.247], [-2.844, -1.395, 10.532], [-1.548, -2.645, -3.378], [-5.507, 2.324, -1.102], [-2.715, -2.438, 11.476], [-2.139, 4.518, -0.590], [-7.065, -0.159, -2.296], [7.683, -2.495, -4.602], [-3.287, -0.751, 1.808], [8.999, -2.246, -5.078], [-5.615, -1.037, -0.601], [3.236, 2.848, 2.611], [1.765, -0.299, -3.566], [-3.818, -4.019, -1.837], [5.670, -2.035, -5.101], [-1.050, -2.951, 7.349], [-2.530, 0.606, -0.684], [-2.221, -4.816, -1.300], [-6.373, 2.761, -1.650], [-2.787, -1.827, 6.870], [10.903, -1.893, -4.463], [2.549, 1.709, -2.036], [10.150, -3.339, -3.750], [1.703, 3.154, 0.976], [-3.829, 2.954, -2.247], [-5.857, 1.478, -0.483], [-4.424, -1.822, 1.931], [3.761, 0.086, -4.154], [-0.141, -0.247, 0.643], [-1.267, 4.199, 1.393], [1.431, -0.856, -4.346], [-4.397, 2.006, -2.169], [1.968, 3.167, -0.573], [1.745, 1.748, -1.244], [-1.385, -0.133, 9.054], [-2.432, 0.788, -3.483], [-1.706, -0.545, 10.483], [9.977, -2.304, -4.059], [-2.785, -2.044, 12.496], [-1.698, -2.229, 7.854], [-2.570, 1.025, 1.386], [6.992, 1.150, -7.243], [-0.829, -1.035, 10.921], [3.468, 1.743, 1.146], [-3.532, -3.141, 11.311], [7.645, 1.461, -4.870], [-2.317, -1.150, 2.177], [-3.207, 0.353, 0.749], [8.699, 0.070, -4.937], [-4.339, -2.721, 1.288], [-5.006, -0.530, 5.930], [-3.244, -2.729, 6.447], [-1.939, 0.351, 11.071], [9.684, -1.696, -3.196], [6.608, -0.444, -8.709], [-3.246, 4.487, -0.745], [7.693, -0.556, -8.802], [6.663, -1.661, -5.362], [-1.770, -2.977, 11.344], [-4.984, 0.560, 7.337], [-3.571, 0.682, -1.981], [-0.193, 0.257, -2.083], [-1.472, -3.557, 1.290], [7.791, 0.494, -5.362], [-5.373, -2.608, -2.751], [-2.340, -1.241, 6.059], [-4.644, -2.002, -2.931], [3.569, -0.401, -2.434], [0.777, -1.782, -2.581], [3.444, -1.658, -3.768], [0.330, 2.115, -2.621], [-4.374, -0.085, 6.703], [1.699, -0.861, -1.460], [1.328, 3.958, -1.022], [-1.761, 5.281, -1.312], [-3.021, -4.076, -1.076], [-1.334, 5.976, 0.865], [8.720, 1.511, -7.008], [-0.609, 0.637, 9.103], [-1.469, 3.103, -0.920], [-0.879, 0.407, -3.351], [0.466, 1.497, -1.827], [-0.523, 3.164, -0.317], [-2.836, 5.077, 1.415], [-4.948, -0.585, -2.101], [8.331, -0.416, -7.549], [-4.417, -2.217, 2.975], [2.159, 1.477, 2.311], [-3.723, 0.210, 3.401], [-2.112, -2.739, 8.723], [6.648, -0.279, -5.006], [3.058, 3.390, -0.677], [-1.261, 3.211, -2.018], [-1.416, -1.863, -1.286], [-4.224, 0.820, 0.700], [7.604, -2.271, -3.531], [-1.855, 4.998, 0.892], [8.088, 0.174, -9.517], [-5.152, 3.136, -0.420], [-1.268, -0.322, -1.058], [-2.440, 2.161, -4.100], [-5.703, -1.996, -0.534], [-3.382, -2.089, -0.316], [6.766, -1.784, -6.440]], "orbital_gap_ev": 7.560, "max_force_ev_per_a": 8.64, "total_charge": 0, "spin_multiplicity": 1}

---

(3)
{"formula": "C15H11AuN2O6S2", "method": "ωB97M-V with the def2-TZVPD basis set", "elements": ["H", "H", "H", "C", "H", "O", "C", "N", "H", "O", "C", "S", "O", "O", "C", "O", "O", "H", "H", "C", "C", "H", "C", "H", "C", "Au", "S", "C", "H", "C", "H", "C", "C", "C", "C", "N", "C"], "coordinates": [[4.771, -0.897, 3.133], [3.959, 2.055, 6.129], [0.685, 2.867, -4.039], [0.761, 2.644, -0.206], [1.755, 5.878, -0.360], [-0.405, 1.945, 3.897], [2.775, -0.130, 3.162], [0.405, 1.221, 1.611], [5.528, 0.507, 5.019], [-0.350, -1.340, -1.382], [2.314, 1.549, 4.854], [-0.599, -2.621, -0.463], [-1.960, -3.021, -0.564], [-0.341, -1.855, 0.886], [1.141, 3.579, 2.052], [0.429, -3.579, -0.697], [-0.336, -0.462, 3.272], [1.347, 4.896, -2.692], [1.130, 3.474, 3.123], [3.626, 1.450, 5.296], [4.505, 0.578, 4.672], [2.427, -0.759, 2.352], [0.389, 1.667, -2.342], [1.772, 5.589, 2.099], [1.910, 0.760, 3.787], [0.019, -0.074, 0.080], [0.235, 0.839, 3.254], [1.085, 3.969, -2.204], [1.610, 2.223, 5.322], [0.712, 2.826, -2.960], [0.103, 0.765, -2.864], [4.083, -0.212, 3.608], [1.114, 3.876, -0.808], [0.758, 2.464, 1.201], [1.487, 4.754, 1.474], [0.409, 1.578, -0.959], [1.477, 4.922, 0.065]], "orbital_gap_ev": [5.491, 6.996], "max_force_ev_per_a": 0.28, "total_charge": 0, "spin_multiplicity": 3}

---

(4)
{"formula": "C4H9NOS2", "method": "ωB97M-V with the def2-TZVPD basis set", "elements": ["H", "H", "S", "H", "H", "C", "C", "H", "N", "H", "H", "H", "C", "C", "H", "O", "S"], "coordinates": [[-0.584, -2.705, 1.184], [0.597, -3.018, -0.122], [1.282, -0.083, 0.314], [-1.006, 1.713, -1.801], [1.280, 2.214, 1.025], [-0.457, -2.945, 0.131], [-0.716, 1.744, 0.301], [-1.543, 1.089, 0.601], [-0.350, 1.468, -1.073], [-0.950, -3.888, -0.094], [0.743, 0.036, -2.164], [0.316, 1.227, 2.155], [0.525, 1.434, 1.111], [0.440, 0.406, -1.205], [-1.028, 2.788, 0.396], [2.701, 0.214, 0.134], [-1.249, -1.693, -0.894]], "orbital_gap_ev": [7.407, 7.408], "max_force_ev_per_a": 2.13, "total_charge": 0, "spin_multiplicity": 1, "de_lowest_kcal_mol": 74.1}